(1)
Entry from the OMol25 dataset: a structure of composition C30H23FeN3O2PSSe3Te (the ωB97M-V functional and the def2-TZVPD basis).

For the highest occupied orbital energy, the calculation gives -3.26 eV. The electronic energy comes out at -297896.205 eV. The LUMO energy is 2.11 eV. The charge is -1. The largest force on an atom comes out at 0.18 eV/Å. The value obtained for the orbital gap is 5.373 eV.

Last column: Mulliken charge in e.
Positions of all 65 atoms, in Å:
H -0.45402 0.79504 -2.83210  0.381
H -1.62464 3.61778 -0.50535  0.513
N 1.33295 -0.80829 0.49399  0.240
C -0.34051 -3.90602 0.95352  -0.172
O -3.69492 0.33537 3.66810  -0.789
C -3.28918 2.90524 2.88224  -0.751
C -4.25864 -0.67898 -3.03885  -0.608
N 1.00066 -3.88079 0.75805  -0.075
H 6.22820 1.70128 0.01363  0.414
H -1.15504 -1.32596 -1.85812  0.694
Se 0.34844 0.15002 4.84818  -0.483
C 4.37932 0.62832 0.02989  -0.345
S -1.37872 -2.62384 0.65912  -0.487
O -2.03972 -0.47318 2.42806  -0.197
H -3.95354 1.66119 -0.61413  0.324
H 1.41866 1.80139 -4.04624  0.389
H 2.77360 -4.85922 0.91467  0.396
C -2.80067 0.46165 2.83940  -0.006
H 0.79961 2.78530 0.74974  0.558
H -3.76969 4.99211 2.92468  0.385
P -1.18781 0.79765 0.09112  2.165
C -4.59174 0.37728 -2.20475  -0.691
H -2.71418 5.44809 0.72141  0.413
C -3.68057 0.84092 -1.26500  -0.517
C 0.93315 2.56036 -0.30238  -0.186
C -2.10959 -0.82754 -1.97406  -0.536
H 4.08549 0.93598 1.02601  0.500
C 3.86222 -0.61036 -1.98745  -0.294
C 5.56578 1.05231 -0.54402  -0.620
C -2.70274 4.44944 1.14106  -0.775
Fe -0.28917 -0.67084 1.51081  -0.453
H 3.18314 -1.24757 -2.53782  0.516
C -3.29517 4.19109 2.37040  -0.578
C 0.03897 1.69944 -0.94525  0.033
Te 0.89453 -1.96956 3.53198  0.319
C 5.05190 -0.17891 -2.55023  -0.643
C 3.53165 -0.20594 -0.69758  0.273
H -0.71077 -6.92044 2.31571  0.416
C -3.01368 -1.28178 -2.92142  -0.869
C 1.29015 2.01751 -2.99228  -0.820
C 0.22884 1.44376 -2.30022  -0.328
H -3.77041 2.66494 3.82020  0.495
Se 0.79642 1.19033 2.77971  -0.085
H 5.31471 -0.48674 -3.55390  0.396
H -4.97148 -1.04152 -3.76928  0.364
H -2.75289 -2.12085 -3.55440  0.411
C -2.08905 3.41672 0.45237  -0.045
C 2.29170 -0.58978 -0.09263  0.137
C 1.98911 3.13335 -0.99260  -1.117
H 3.01026 3.29727 -2.87794  0.412
C 1.70222 -4.94164 1.07414  0.082
H 1.79061 -6.95692 1.89786  0.375
N -0.89461 -5.05414 1.46063  0.081
C 2.17796 2.85851 -2.34126  -0.379
H 6.82961 0.98750 -2.27536  0.406
H -5.56713 0.84186 -2.27819  0.409
C 1.16926 -6.12635 1.60601  -0.761
C -2.04877 2.12720 0.98359  -0.118
H 2.67113 3.79217 -0.46896  0.402
H -1.84408 -4.94908 1.79504  0.336
Se -0.33024 -3.86052 4.51814  -0.705
C -0.17183 -6.11967 1.83154  -0.132
C 5.90170 0.65089 -1.83058  -0.391
C -2.67075 1.85778 2.20546  0.348
C -2.42598 0.24942 -1.14411  0.373

Forces on atoms 1 to 3 (eV/Å):
H 0.00 0.00 0.00
H 0.00 0.00 0.00
N -0.06 0.07 -0.09



(2)
Entry from the OMol25 dataset: a structure of composition C30H23IrNO5P in a non-equilibrium geometry (the ωB97M-V functional and the def2-TZVPD basis).

For the highest occupied orbital energy, the calculation gives -7.72 eV. The electronic energy comes out at -55336.211 eV. The LUMO energy is -0.68 eV. The largest force on an atom comes out at 3.14 eV/Å. The value obtained for the orbital gap is 7.047 eV.

Last column: Mulliken charge in e.
Positions of all 61 atoms, in Å:
H 1.12431 -1.54192 3.82738  0.314
H -0.26496 -0.07281 -3.07958  0.409
H 2.54510 -0.03986 -0.46327  0.172
H 1.79100 4.15059 2.73495  0.500
C -3.14478 1.66822 -2.77339  -0.596
H 2.93944 0.05793 3.52841  0.422
C -1.28832 -4.50809 1.23700  -0.678
H -1.06217 1.36901 4.38223  0.449
H -0.15378 -2.77890 -2.36862  0.439
C -3.07516 -3.83508 -0.22006  -0.774
C 1.39979 2.54321 -0.65476  0.982
C -1.37511 0.14590 -1.25014  0.454
H -0.52796 -1.00856 4.11726  0.389
C 3.06900 -2.06515 -3.11093  -0.534
O -0.48075 2.60150 0.72041  -1.048
C -1.18237 -2.37741 0.11416  0.067
C -1.13955 0.35449 -2.60791  -0.661
H -1.81950 1.28138 -4.41617  0.432
H -2.85213 -1.92414 -1.16067  0.365
C -3.37934 1.47808 -1.41923  -0.727
H 3.48318 2.34048 2.67096  0.350
C 0.90301 0.57231 4.02130  0.852
H -4.02970 -4.03282 -0.69010  0.415
O 0.55928 4.04288 -3.72516  -0.565
C -0.50443 3.58517 -1.57543  0.032
C -2.51679 -4.76563 0.64166  -0.468
H -3.03302 -5.69446 0.84657  0.382
H 0.64910 -0.99377 5.44530  0.377
C 2.31956 -0.76448 -1.23257  -0.177
H -3.82213 2.27514 -3.35866  0.372
H 4.28321 -0.63230 -2.06827  0.422
C 0.81914 -2.30581 -2.29706  -0.281
H 0.32972 -3.11534 1.44288  0.369
H 3.84531 -2.33959 -3.81320  0.389
C -0.62674 -3.32008 0.97745  -0.441
C 0.61633 3.56012 -2.63168  0.412
H -0.84562 -5.23813 1.90246  0.409
C 1.81783 -2.66677 -3.18598  -0.675
C 1.05527 -1.33664 -1.32089  -0.073
C -2.49693 0.72850 -0.66042  -0.081
O 2.08787 1.94585 0.29618  -1.054
C 2.21078 0.85335 3.58493  -0.423
C -2.02160 1.11136 -3.36687  -0.618
H -2.66833 0.59807 0.40192  0.366
C -0.05261 1.60003 4.07481  -0.540
C -2.41071 -2.64336 -0.48436  0.006
C 1.82381 2.82134 -2.02363  0.053
Ir 0.83199 1.48009 1.80986  1.718
H 1.62142 -3.41562 -3.94241  0.401
N 0.11764 -0.30155 1.25905  -0.130
C 0.08301 2.89962 -0.42411  1.109
H -4.24146 1.93353 -0.95062  0.392
C 0.51361 -0.82704 4.37442  -1.743
O 2.85227 2.54400 -2.58960  -0.637
C 0.28384 2.89357 3.63254  -0.476
P -0.27424 -0.83004 -0.17166  0.952
C 2.51365 2.14653 3.10902  -0.623
O -1.59725 4.07286 -1.71375  -0.619
H -0.47701 3.66162 3.59449  0.354
C 3.31739 -1.11639 -2.13241  -0.670
C 1.55763 3.17502 3.13599  -0.218

Forces on atoms 1 to 3 (eV/Å):
H -0.01 0.01 -0.02
H 0.03 0.02 -0.01
H -0.11 0.04 -0.01



(3)
Entry from the OMol25 dataset: a structure of composition C30H23N7O3PtS2SbSe4 (the ωB97M-V functional and the def2-TZVPD basis).

For the highest occupied orbital energy (alpha / beta), the calculation gives -3.75 / -5.86 eV. The electronic energy comes out at -340895.831 eV. The LUMO energy (alpha / beta) is 0.34 / -1.75 eV. Its spin multiplicity is 5. The charge is -1. The largest force on an atom comes out at 0.33 eV/Å. The value obtained for the orbital gap (alpha / beta) is 4.089 / 4.108 eV.

Last column: Mulliken spin population.
Positions of all 71 atoms, in Å:
N -1.64212 2.67611 3.63969  0.099
C -0.14226 1.57477 -5.14758  -0.003
H 0.00701 5.90643 -0.06019  0.006
C 0.12629 4.83263 0.01837  0.120
H -2.67443 -2.82714 5.07201  0.002
C -0.76739 0.50942 -8.64789  0.000
H 2.18693 -1.39896 -2.04041  0.005
H -2.89786 -0.29528 4.90540  0.006
C 0.10835 0.28859 -3.07029  -0.015
H -0.11976 -4.59126 -0.36983  0.000
H -4.85297 3.66558 4.03710  0.005
O 3.92321 -5.23952 -4.62727  0.000
C -0.53400 2.70703 0.86584  0.019
N 0.44533 -2.06381 -0.02389  0.061
C -0.35982 1.62924 -6.51033  0.001
Pt 0.46146 0.03034 0.08346  0.303
H -4.54558 2.30647 6.07118  0.008
C -3.90410 3.18641 4.24332  0.035
C 1.91971 -2.44381 -2.01320  0.048
H -0.54810 -2.29595 0.03977  0.005
Se 0.71383 -0.21443 2.61421  0.057
C -2.79880 3.36967 3.35369  0.167
C -2.88120 4.28195 2.29001  -0.006
Se 3.98710 2.40960 3.08487  0.123
O 1.60879 -5.62832 -5.32123  0.000
C -2.30226 -1.01992 1.70849  0.069
C -3.72990 2.44228 5.36799  0.050
C -0.45586 -0.78554 -6.58722  0.001
C -0.24356 -0.83463 -5.22239  -0.002
S 2.61313 -5.76308 -4.27910  0.000
H 0.83479 -2.35409 0.87249  -0.001
H -0.56522 -1.69880 -7.15574  0.000
Se 4.33732 -1.59917 3.47485  1.003
C -2.26378 -2.96024 2.93929  -0.006
H -0.65229 1.50811 4.98338  -0.006
H 3.14251 -2.98156 -3.70365  0.001
H 1.84069 4.75851 -1.27118  0.000
H 0.81018 -6.14170 -2.08930  0.000
H -2.21230 5.64339 0.85163  0.014
N -2.13734 -2.35771 1.77596  0.022
C 0.24210 0.19183 -1.87413  0.082
Se 3.33177 0.05162 -0.02946  1.121
C 0.59953 -4.23994 -1.10278  -0.005
S -2.16652 -0.17639 0.24788  0.133
H -3.80140 4.85956 2.29802  0.007
H 1.98115 2.27553 -1.18896  0.021
N -0.97337 0.56098 -9.77793  -0.001
H -0.17974 -1.78779 -4.71473  0.000
O 2.62146 -7.05803 -3.61742  0.000
C -2.71424 -0.94697 4.06012  -0.014
H -0.02135 2.48592 -4.57706  0.001
C -0.09178 0.34434 -4.48654  -0.003
C -1.59713 2.00994 4.78007  -0.028
H -2.10547 -4.03401 2.93626  -0.001
C 2.42636 -3.32089 -2.96579  0.023
N -2.57229 -0.34328 2.86723  0.031
C 1.10706 -5.10169 -2.05877  0.005
C -0.78218 4.09688 0.80402  -0.037
C 1.26050 2.82581 -0.60559  0.129
N 0.41521 2.10071 0.15941  0.032
N -2.55158 1.83626 5.69176  0.123
C -0.52298 0.44790 -7.23266  -0.002
C -1.96085 4.70455 1.33573  0.283
Sb 3.09898 0.32994 2.48483  -0.083
C -2.57649 -2.30434 4.13476  0.043
H -0.40818 2.58102 -7.02167  0.000
C 1.01138 -2.91219 -1.08350  -0.069
C 1.14313 4.19860 -0.66342  -0.038
C 2.02326 -4.64385 -2.99948  0.002
H -2.60582 0.67604 2.82315  0.007
H -1.16791 2.07462 1.45636  0.043

Forces on atoms 1 to 3 (eV/Å):
N -0.02 0.03 -0.07
C -0.04 0.01 0.00
H 0.00 0.00 0.00



> Which value of largest force on an atom does entry 1 give?

0.18 eV/Å



> Which formula does entry 2 have?

C30H23IrNO5P



> Among the records above, which one has the lowest electronic energy?

C30H23N7O3PtS2SbSe4



> Which value of electronic energy does entry 1 give?

-297896.205 eV